C43H48Cl4N9O2SeSi4TeTi | ωB97M-V/def2-TZVPD

Values from the calculation:
**ΔE to the lowest compared entry with this formula, charge and spin**: 0.779 eV
**Spin multiplicity**: 2
**Kohn-Sham gap (alpha / beta)**: 5.07 / 5.07 eV
**E_LUMO (alpha / beta)**: -1.1 / -1.1 eV
**HOMO (alpha / beta)**: -6.20 / -6.20 eV

Last column: Löwdin charge in e.
Atoms and positions in Å:
Te (-9.2722, -16.6301, 4.4290)  0.728
Se (-6.2756, -20.6217, 12.2396)  1.121
Ti (-8.4033, -19.4345, 4.1626)  0.834
Cl (-10.8120, -18.5630, -0.1384)  0.760
Cl (-12.6861, -21.6711, 4.9535)  0.715
Cl (-13.7395, -19.5668, -0.0117)  0.691
Cl (-14.7326, -21.0620, 2.6810)  0.621
Si (-11.3458, -13.6017, 4.4226)  0.330
Si (-11.1377, -15.5559, 5.6218)  0.036
Si (-13.1826, -16.5328, 5.1254)  0.371
Si (-10.7261, -15.2385, 7.9566)  0.352
O (-10.0289, -20.2974, 4.4013)  -0.269
O (-9.2791, -19.1334, 2.3338)  -0.276
N (-5.1706, -20.6790, 10.8464)  -0.223
N (-6.1826, -23.2531, 4.2900)  0.180
N (-4.9463, -17.1518, 2.7565)  0.171
N (-7.7265, -20.3520, 11.2293)  -0.209
N (-7.6374, -21.6189, 4.5389)  0.114
N (-5.8052, -19.6867, 6.1255)  0.125
N (-6.6027, -18.0552, 3.9454)  0.012
N (-8.5023, -19.4102, 6.5421)  0.069
N (-6.9856, -20.2157, 2.4384)  -0.106
C (-5.8693, -20.3898, 9.7903)  -0.360
C (-6.1892, -16.7007, 6.0308)  -0.071
C (-10.9912, -20.1318, 3.4546)  -0.325
C (-4.3387, -15.1141, 5.8169)  -0.071
C (-13.0952, -20.4530, 2.5043)  -0.673
C (-9.7448, -19.0607, 6.8392)  -0.169
C (-10.3035, -19.2554, 8.1108)  -0.017
C (-11.3879, -19.3122, 1.2352)  -0.696
C (-5.9813, -18.0600, 2.8062)  -0.309
C (-4.9692, -16.4399, 3.9666)  -0.192
C (-3.5244, -20.1311, 6.8311)  -0.012
C (-6.4197, -19.0147, 1.7530)  -0.093
C (-8.9794, -22.6674, 6.3987)  0.025
C (-12.4694, -12.3088, 5.1663)  -0.211
C (-10.9344, -13.4933, 8.5032)  -0.242
C (-7.0667, -24.7442, 6.1661)  -0.040
C (-6.9678, -23.6327, 5.3481)  -0.171
C (-9.5704, -12.8365, 4.3805)  -0.235
C (-9.0445, -15.9531, 8.5658)  -0.197
C (-5.9503, -21.2338, 2.8024)  -0.072
C (-12.7044, -19.8041, 1.3162)  -0.734
C (-5.3675, -20.2219, 8.4457)  -0.066
C (-8.1714, -19.9254, 8.9289)  -0.096
C (-8.0149, -24.7616, 7.1050)  -0.112
C (-9.5005, -19.6469, 9.1409)  -0.007
C (-12.9393, -17.2486, 3.4099)  -0.205
C (-7.2658, -20.2277, 9.9968)  -0.345
C (-13.5141, -18.0337, 6.2536)  -0.216
C (-12.2522, -20.6832, 3.6242)  -0.639
C (-5.9807, -17.0546, 4.6783)  -0.301
C (-12.0215, -16.1656, 8.9555)  -0.238
C (-6.2451, -19.8930, 7.3776)  -0.132
C (-4.5164, -19.7631, 5.9245)  -0.153
C (-7.6929, -19.8083, 7.5916)  -0.101
C (-6.6124, -22.0547, 3.8725)  -0.311
C (-10.5347, -19.4903, 2.2725)  -0.439
C (-5.3715, -15.7403, 6.5411)  -0.082
C (-8.9448, -23.7493, 7.2699)  -0.060
C (-14.6796, -15.3761, 5.4512)  -0.194
C (-11.9434, -13.8651, 2.6426)  -0.198
C (-3.9871, -20.3516, 8.1516)  0.034
C (-7.8943, -22.5925, 5.4998)  -0.174
C (-4.1227, -15.4548, 4.4724)  -0.014
H (-8.0024, -25.6830, 7.6820)  0.114
H (-10.5892, -13.3101, 9.5204)  0.030
H (-6.4687, -25.6111, 5.9822)  0.110
H (-11.5681, -13.0748, 2.0210)  0.026
H (-8.3944, -15.2393, 9.0840)  0.023
H (-5.5836, -21.8307, 2.0137)  0.109
H (-12.3545, -11.3325, 4.7411)  0.024
H (-9.6268, -23.8669, 8.0991)  0.108
H (-9.0983, -12.8434, 3.4407)  -0.006
H (-14.8004, -14.6457, 4.6597)  0.011
H (-3.3315, -20.6266, 8.9428)  0.103
H (-10.2792, -12.8912, 7.8091)  0.043
H (-5.0629, -20.6928, 3.2288)  0.130
H (-11.9781, -13.1984, 8.3725)  0.025
H (-12.0856, -17.1856, 8.5469)  -0.027
H (-13.7925, -17.8292, 3.1182)  0.032
H (-14.4521, -14.8965, 6.4054)  0.024
H (-6.9570, -17.0995, 6.6572)  0.056
H (-12.0416, -17.8453, 3.4521)  -0.013
H (-11.5772, -14.7959, 2.2372)  0.008
H (-13.6322, -17.8219, 7.2969)  -0.006
H (-5.3184, -23.6365, 3.9109)  0.180
H (-11.3456, -19.1201, 8.2844)  0.095
H (-12.6911, -16.5820, 2.6196)  0.014
H (-10.3281, -18.6871, 5.9820)  0.035
H (-3.7574, -14.3004, 6.2520)  0.103
H (-15.4902, -16.0729, 5.4163)  0.011
H (-8.4941, -16.2883, 7.6790)  -0.034
H (-11.5980, -16.1665, 9.9835)  0.038
H (-13.5080, -12.6300, 5.0312)  0.021
H (-12.8009, -18.8435, 6.0927)  -0.009
H (-9.1957, -16.8529, 9.2731)  0.045
H (-14.4467, -18.6004, 5.9076)  0.060
H (-9.9214, -19.8056, 10.1169)  0.122
H (-5.6171, -19.2337, 1.1168)  0.103
H (-2.5022, -20.2067, 6.5265)  0.098
H (-7.8694, -20.5755, 1.9670)  0.157
H (-4.5461, -16.7825, 1.8826)  0.177
H (-8.9094, -13.4147, 5.0169)  -0.017
H (-9.7142, -21.9187, 6.5310)  0.085
H (-3.3466, -14.9578, 3.8561)  0.117
H (-12.9726, -13.8923, 2.5839)  -0.007
H (-9.6369, -11.7604, 4.6594)  0.032
H (-4.1809, -19.4177, 4.9296)  0.111
H (-7.2499, -18.4736, 1.2001)  0.158
H (-5.5740, -15.3773, 7.5358)  0.103
H (-12.3135, -12.1614, 6.2034)  -0.008
H (-13.0711, -15.7377, 8.9253)  0.054

Atomic forces in eV per Å
-0.018 0.407 -0.332
-0.168 -0.444 -0.011
1.235 0.129 0.086
0.585 0.833 -1.469
0.136 0.234 0.108
-0.577 -0.075 -0.138
0.226 0.268 -0.421
1.256 0.823 -0.662
-0.123 -0.140 0.560
-0.033 -0.473 0.495
-0.078 -0.802 0.144
-1.834 -0.086 -0.569
0.663 0.070 -0.201
0.577 0.321 0.382
1.395 -0.390 -0.799
-0.164 0.301 -1.173
0.938 0.258 -0.246
0.023 0.476 0.123
-0.371 -0.190 1.036
0.601 0.386 0.062
1.078 0.009 1.292
0.138 -0.024 -0.896
-0.391 -0.157 -0.238
0.291 -0.025 -1.096
0.673 -1.081 1.425
-0.011 0.033 -1.346
-0.986 -0.494 -0.010
-0.795 -0.539 -0.162
0.453 0.116 -0.531
-1.219 -0.705 0.087
0.399 0.148 0.103
0.173 -0.657 -0.713
-1.840 -0.096 1.901
-2.227 0.596 0.475
1.551 -1.031 0.837
-0.701 -0.631 -0.354
1.022 1.115 -1.032
1.635 -0.111 -1.947
-0.910 0.417 0.696
-1.209 0.543 0.945
-0.266 -1.007 0.448
-1.081 1.692 1.470
0.539 -0.414 1.634
1.180 0.146 -1.291
0.579 0.485 -2.402
-0.463 -1.218 1.269
-0.883 -0.527 0.325
-0.154 0.302 0.657
-1.067 -0.166 1.075
-1.282 -1.199 -1.599
0.410 1.055 -2.334
-0.392 0.041 2.149
-0.668 -0.131 -0.019
0.191 -0.943 -0.091
1.319 0.528 -1.421
-0.723 0.901 0.325
0.279 0.822 -0.352
0.081 -0.560 1.951
0.542 0.892 0.444
-0.420 0.410 -0.035
1.767 -0.361 -0.728
2.001 -0.348 0.807
-0.539 0.236 -1.565
-1.069 0.278 -0.332
0.269 0.528 0.675
-0.510 0.355 0.373
-0.146 -0.034 0.082
0.492 -0.337 0.090
0.171 0.565 -0.333
-0.255 0.073 -0.034
0.225 -0.729 -1.245
0.101 0.551 -0.661
-0.373 0.260 -0.166
0.394 -0.190 -1.516
-0.057 0.264 -0.010
0.476 -0.133 0.497
-0.744 -0.152 0.721
-0.805 -0.338 -0.212
0.138 0.170 0.073
-0.008 0.254 0.535
-0.443 -0.499 -0.226
-0.612 -0.059 0.030
-0.360 -0.406 -0.118
0.075 -0.548 0.305
0.306 -0.313 -0.130
-0.026 0.134 0.569
-0.581 -0.291 0.518
-0.533 0.290 -0.098
-0.152 0.975 -0.582
0.129 -0.236 0.839
-0.153 -0.336 0.010
-0.895 -0.092 0.495
-0.046 -0.137 0.154
-0.627 -0.196 -0.385
0.015 0.153 0.044
0.577 0.196 0.227
0.169 1.352 -1.123
0.714 1.021 0.424
-0.047 0.089 0.328
1.088 -0.503 -1.237
0.380 0.009 0.051
1.741 0.498 0.395
-0.310 -0.504 0.794
0.138 0.200 0.447
-0.524 0.772 -0.316
-0.596 -0.467 0.501
-2.406 0.027 -0.124
0.182 -0.683 0.220
-0.209 -0.381 0.270
0.793 -0.962 0.395
0.096 -0.065 0.281
0.200 -0.054 1.239
1.271 -0.333 0.139



C43H48ClGeNO2PSScSi | ωB97M-V/def2-TZVPD

Values from the calculation:
**Spin multiplicity**: 2
**Kohn-Sham gap (alpha / beta)**: 6.80 / 4.69 eV
**Total charge**: +3
**E_LUMO (alpha / beta)**: -8.2 / -10.3 eV
**HOMO (alpha / beta)**: -14.99 / -14.99 eV

Last column: Löwdin charge in e.
Atoms and positions in Å:
Ge (0.8209, 0.2313, 3.3893)  1.181
Sc (-0.2285, -0.4995, -0.2668)  0.785
Cl (-2.0394, 1.2719, -0.6858)  0.848
S (0.8928, -3.7201, -0.9747)  1.094
P (-0.2013, -0.0123, -2.9090)  1.074
Si (3.3835, -2.9546, 2.9171)  0.783
O (1.3165, 0.1636, 0.5231)  -0.249
O (0.0630, -2.4324, -0.8114)  -0.645
N (1.0652, -0.7975, 1.4626)  -0.338
C (3.4459, 0.9003, -5.5338)  -0.035
C (0.2023, 2.8371, 4.4176)  -0.087
C (-0.3093, 1.8654, 3.5822)  -0.211
C (-1.0719, -2.5857, 5.9807)  -0.046
C (5.0622, -2.4947, 2.1700)  -0.154
C (-2.2386, 0.9938, 2.2932)  -0.136
C (-2.6985, 2.5464, -4.9448)  -0.021
C (-0.9852, -2.1360, 3.2496)  -0.144
C (-0.2233, -1.3393, 4.1008)  -0.286
C (-3.3541, 2.5943, -2.6342)  -0.063
C (-2.8634, -3.0637, -3.2644)  -0.057
C (-2.7622, -3.4564, -4.5911)  -0.041
C (-1.1686, -1.3886, -3.6385)  -0.363
C (1.1958, 0.3374, -4.0118)  -0.370
C (-1.8905, -2.7984, -5.4436)  -0.038
C (-1.6430, 1.7054, -4.6374)  -0.053
C (-3.8614, 2.9890, 3.3501)  0.011
C (-1.6736, 1.9132, 3.1980)  -0.182
C (1.8376, -1.9316, 1.3989)  -0.181
C (2.7385, 1.9325, -4.9348)  -0.040
C (-1.4276, 1.2885, -3.3252)  -0.362
C (3.0694, -2.5488, 4.7316)  -0.147
C (-2.5026, 2.9451, 3.7243)  -0.142
C (3.0430, -0.4155, -5.3577)  -0.047
C (-0.2984, -1.5546, 5.4723)  -0.113
C (1.6252, 1.6571, -4.1616)  -0.081
C (2.6575, -4.0578, -3.0603)  -0.194
C (-3.5612, 2.9827, -3.9495)  -0.019
C (-4.3777, 2.0794, 2.4666)  -0.043
C (-1.7679, -3.1571, 3.7599)  -0.062
C (2.4563, -3.1914, -1.8142)  -0.257
C (2.7108, -4.6802, 2.4968)  -0.166
C (2.7482, 0.7074, 3.6858)  -0.162
C (-2.2989, 1.7521, -2.3463)  -0.568
C (-1.7965, -3.3972, 5.1246)  -0.044
C (-2.0734, -2.0329, -2.7915)  -0.136
C (1.9252, -0.6982, -4.5937)  -0.116
C (-0.6118, 3.8615, 4.9160)  -0.037
C (0.3476, -4.5509, -2.5038)  -0.272
C (-1.9413, 3.9022, 4.5956)  0.016
C (-1.0999, -1.7605, -4.9778)  -0.074
C (1.6320, -5.1895, -3.0010)  -0.204
C (-3.5598, 1.0734, 1.9295)  -0.119
H (4.3144, 1.1200, -6.1354)  0.123
H (-0.9746, -1.9614, 2.1576)  0.072
H (3.2695, -3.3430, -1.1079)  0.087
H (-4.3891, 3.6325, -4.1863)  0.129
H (2.9755, 0.7202, 4.7488)  0.039
H (1.4890, -5.6578, -3.9748)  0.140
H (-2.8461, 2.8599, -5.9662)  0.126
H (5.5371, -1.6785, 2.7094)  0.043
H (-0.4426, -1.2443, -5.6608)  0.111
H (5.0371, -2.2257, 1.1175)  0.032
H (-5.4149, 2.1332, 2.1752)  0.119
H (3.6711, -4.4545, -3.0984)  0.131
H (-1.8192, -3.0989, -6.4760)  0.122
H (-0.4381, -5.2701, -2.2911)  0.113
H (-3.5463, -3.5721, -2.6024)  0.120
H (1.2396, 2.8228, 4.7180)  0.099
H (5.7242, -3.3552, 2.2562)  0.052
H (2.9180, -4.9881, 1.4757)  0.029
H (-0.9665, 1.3722, -5.4094)  0.119
H (-2.3811, -4.2149, 5.5168)  0.121
H (3.6862, -3.2290, 5.3160)  0.061
H (1.0821, 2.4666, -3.6922)  0.116
H (-2.3524, -3.7743, 3.0944)  0.112
H (2.3534, -2.1254, -2.0440)  0.093
H (-3.3685, -4.2681, -4.9597)  0.122
H (2.5071, -3.4700, -3.9654)  0.100
H (3.1952, -5.4160, 3.1351)  0.054
H (1.5895, -1.7193, -4.4753)  0.077
H (-4.4839, 3.7619, 3.7735)  0.130
H (-3.9916, 0.3713, 1.2277)  0.102
H (-0.0143, -3.7805, -3.1834)  0.085
H (1.9640, -5.9611, -2.3032)  0.127
H (-2.1542, -1.7244, -1.7400)  0.077
H (0.2481, -0.9120, 6.1475)  0.113
H (-0.1897, 4.6070, 5.5702)  0.122
H (-4.0006, 2.9356, -1.8428)  0.121
H (2.4798, -1.9465, 0.5173)  0.070
H (-1.1010, -2.7626, 7.0439)  0.122
H (-1.5757, 0.2041, 1.8642)  0.043
H (2.9110, 1.7090, 3.2913)  0.042
H (3.6036, -1.2193, -5.8110)  0.118
H (3.4231, 0.0284, 3.1747)  0.000
H (2.0354, -2.7274, 5.0172)  0.024
H (-2.5838, 4.6675, 4.9999)  0.131
H (3.3494, -1.5449, 5.0312)  0.022
H (1.2353, -2.8196, 1.5568)  0.039
H (3.0664, 2.9534, -5.0639)  0.123
H (1.6389, -4.7686, 2.6711)  0.042

Atomic forces in eV per Å
-0.534 -0.164 0.446
-0.925 -0.646 -0.825
-0.335 0.305 0.501
0.404 -0.249 -1.032
-0.724 0.314 -1.405
-0.174 -0.408 0.070
1.445 0.804 -0.481
-0.233 0.442 0.135
0.087 0.412 1.919
-0.011 -0.031 0.019
0.181 -0.436 -0.356
0.733 -0.715 -0.173
0.037 -0.043 0.060
-0.649 -0.011 0.314
-0.117 -0.278 -0.249
0.001 -0.006 -0.011
0.186 0.129 -0.485
0.633 0.857 -0.414
-0.084 -0.073 0.341
-0.097 -0.013 0.104
0.034 0.019 0.044
0.289 -0.105 0.363
0.122 -0.034 0.454
0.007 -0.067 -0.036
0.076 0.002 0.237
-0.034 -0.104 -0.144
0.052 0.069 -0.026
0.355 0.012 0.021
0.116 0.033 -0.013
0.126 0.080 0.432
-0.013 0.126 -0.759
0.169 -0.434 -0.226
0.077 -0.009 0.019
0.087 0.137 -0.058
-0.130 -0.092 0.031
0.017 -0.210 -0.139
0.176 -0.080 0.063
-0.013 0.145 0.151
-0.038 -0.133 -0.114
0.105 -0.045 0.121
0.307 0.675 -0.006
-0.875 -0.173 -0.166
0.400 0.013 -1.243
0.026 -0.003 -0.017
0.155 0.213 0.115
-0.164 0.027 0.083
-0.455 0.248 0.122
-0.124 -0.181 0.103
0.339 -0.047 0.064
0.045 0.051 0.137
0.150 0.081 0.055
0.222 -0.235 0.137
0.067 0.027 -0.052
-0.056 -0.210 0.623
-0.025 0.119 0.128
-0.054 0.061 -0.013
-0.032 -0.060 0.086
-0.083 -0.026 0.093
-0.039 0.038 -0.091
-0.060 0.118 0.095
0.092 0.019 -0.050
-0.149 0.008 -0.125
-0.104 -0.019 0.014
-0.011 0.081 0.020
-0.027 -0.009 -0.166
-0.102 0.071 0.164
-0.139 -0.019 0.070
0.146 -0.024 0.013
0.000 -0.224 0.088
0.053 0.056 -0.210
0.019 -0.035 -0.148
-0.096 -0.031 0.042
0.200 -0.255 -0.005
-0.018 0.057 -0.003
-0.072 -0.055 -0.064
-0.062 -0.080 0.163
-0.081 -0.091 -0.048
-0.003 0.003 0.077
0.151 -0.034 0.197
0.009 -0.041 -0.035
-0.114 0.100 -0.005
0.017 -0.048 0.034
-0.081 0.119 0.027
-0.012 -0.115 -0.055
-0.143 -0.203 -0.397
0.071 0.009 0.166
0.061 0.071 0.077
-0.143 0.089 0.080
0.098 0.015 0.150
-0.023 0.018 0.136
-0.422 0.299 0.391
-0.134 0.017 -0.051
0.022 -0.050 -0.089
-0.015 -0.126 -0.022
-0.077 -0.072 -0.089
-0.053 0.160 0.064
0.063 0.107 -0.064
0.012 -0.184 0.409
-0.017 0.063 -0.012
-0.062 0.114 0.104



| no. | F_max (hartree/bohr) |
| --- | --- |
| 1 | 0.0515 |
| 2 | 0.0382 |